Record 1
{
  "formula": "C9H21N3OP2Sc",
  "method": "ωB97M-V/def2-TZVPD",
  "species": ["Sc", "H", "H", "P", "P", "C", "H", "H", "H", "C", "H", "H", "H", "C", "H", "H", "H", "C", "H", "H", "H", "C", "H", "H", "H", "C", "H", "H", "H", "C", "O", "H", "N", "C", "N", "C", "N"],
  "coordinates": [[0.3270, 0.0283, -0.0279], [0.4218, -0.3374, -2.8082], [0.9865, -0.8612, -2.7096], [-1.6855, 1.3403, -1.2456], [0.4214, -2.1257, 1.6700], [1.3384, -1.2891, 3.0256], [1.7529, -2.0767, 3.7218], [2.2094, -0.7452, 2.6230], [0.6826, -0.6321, 3.6245], [-0.7756, -3.2018, 2.3968], [-1.3505, -3.6690, 1.6023], [-0.2371, -3.9578, 2.9792], [-1.4568, -2.6424, 3.0311], [1.5932, -3.1112, 0.7160], [2.4469, -2.5155, 0.3724], [1.9840, -3.9059, 1.3807], [1.1038, -3.5797, -0.1432], [-3.4228, 0.8699, -0.8231], [-4.1533, 1.4322, -1.4357], [-3.5515, -0.2070, -1.0006], [-3.6165, 1.0705, 0.2395], [-1.8564, 3.1310, -1.0217], [-0.9137, 3.5995, -1.3001], [-2.6657, 3.5194, -1.6605], [-2.0536, 3.3638, 0.0241], [-1.7737, 1.2341, -3.0715], [-1.9405, 0.1974, -3.3771], [-2.5830, 1.8885, -3.4401], [-0.8087, 1.5528, -3.4732], [0.0049, 1.6263, 1.2320], [0.0149, 2.6226, 1.8481], [-0.6637, -1.2346, 1.0308], [2.3436, 0.2771, -0.2407], [3.3705, 0.8517, -0.4646], [4.4648, 1.4595, -0.4474], [4.8052, 2.5398, -1.1431], [5.2366, 3.4879, -1.6839]],
  "de_lowest_kcal_mol": 0.0,
  "e_homo_ev": [-9.97, -9.95],
  "total_charge": 1,
  "energy_ev": -55459.8346
}


Record 2
{
  "formula": "C9H21N5",
  "method": "ωB97M-V/def2-TZVPD",
  "species": ["C", "C", "C", "C", "C", "C", "C", "C", "C", "N", "N", "N", "N", "N", "H", "H", "H", "H", "H", "H", "H", "H", "H", "H", "H", "H", "H", "H", "H", "H", "H", "H", "H", "H", "H"],
  "coordinates": [[1.0721, -0.2254, 0.8482], [3.5143, -0.9562, 0.6298], [0.8538, 2.6144, -0.4932], [-3.6135, 0.7935, 1.3075], [-0.3683, -2.2468, -1.4047], [2.4763, -0.1928, 1.3539], [1.4573, 1.3320, -1.0252], [-2.8603, 0.2463, 0.1219], [-0.7310, -0.8427, -1.8464], [0.1690, -0.6998, 1.6528], [-1.1000, -0.9086, 1.1564], [0.7646, 0.1933, -0.4360], [-1.4182, 0.2401, 0.3226], [-0.6319, 0.1960, -0.7371], [3.0279, -1.9569, 0.2091], [4.3741, -1.1804, 1.3217], [3.9143, -0.5610, -0.2596], [-0.1606, 2.4621, -0.8742], [1.4174, 3.4009, -0.9434], [1.0191, 2.6269, 0.6194], [-4.3417, 1.5694, 1.3080], [-2.7656, 1.1559, 2.0591], [-4.2325, -0.0249, 1.7465], [-0.4937, -2.9444, -2.2351], [-1.0574, -2.6289, -0.7022], [0.6449, -2.2912, -1.0860], [2.8174, 0.8475, 1.6547], [2.4020, -0.7989, 2.2981], [2.4595, 1.4463, -0.7487], [1.2768, 1.2439, -2.1461], [-2.9464, 0.9077, -0.7893], [-3.4534, -0.7010, -0.1217], [-1.7209, -0.8076, -2.2289], [-0.0309, -0.4460, -2.6053], [-1.7346, -0.8629, 2.0734]],
  "de_lowest_kcal_mol": 28.5,
  "e_homo_ev": -7.70,
  "energy_ev": -17118.6556,
  "smiles": "CCc1n[nH]n(CC)n(CC)n1CC"
}


Record 3
{
  "formula": "C9H21NO2",
  "method": "ωB97M-V/def2-TZVPD",
  "species": ["C", "C", "C", "C", "C", "C", "C", "C", "C", "H", "H", "H", "H", "H", "H", "H", "H", "H", "H", "H", "H", "H", "H", "H", "H", "H", "H", "H", "H", "H", "N", "O", "O"],
  "coordinates": [[3.2018, -1.1439, 0.1037], [1.8179, -1.2786, 0.9614], [0.6930, -1.6225, 0.0914], [-1.5340, -1.2991, -0.6812], [-2.7049, -0.3095, -0.4667], [-2.7024, 0.0791, 0.9868], [0.3120, 0.3127, -1.4068], [0.5894, 1.7092, -0.9559], [-0.1864, 2.3620, 0.1498], [4.0943, -1.0807, 0.8001], [3.2695, -0.3393, -0.5318], [3.2732, -2.0960, -0.4143], [2.1103, -2.0718, 1.6602], [1.6309, -0.3470, 1.5028], [0.0790, -2.1219, 0.9430], [0.9059, -2.3709, -0.6610], [-1.7408, -2.2385, -0.0568], [-1.5295, -1.5696, -1.7142], [-3.7351, -0.7875, -0.6789], [-2.4626, 0.5647, -1.2140], [-3.4428, 0.9510, 1.0589], [-3.1651, -0.6679, 1.6878], [-1.7879, 0.4235, 1.3979], [-0.5936, 0.0807, -2.0869], [1.4312, -0.1343, -1.6085], [0.5723, 2.4381, -1.7370], [2.0387, 2.1329, 0.3842], [-1.3016, 1.9396, 0.1080], [-0.3077, 3.5318, -0.1796], [-1.1499, 1.7642, 2.2214], [-0.2477, -0.6434, -0.3022], [1.9667, 1.7973, -0.6510], [0.6060, 2.0355, 1.2896]],
  "de_lowest_kcal_mol": 188.5,
  "e_homo_ev": -8.39,
  "energy_ev": -15249.2034
}


Record 4
{
  "formula": "C9H21NOP",
  "method": "ωB97M-V/def2-TZVPD",
  "species": ["C", "C", "C", "C", "C", "C", "C", "O", "N", "P", "C", "C", "H", "H", "H", "H", "H", "H", "H", "H", "H", "H", "H", "H", "H", "H", "H", "H", "H", "H", "H", "H", "H"],
  "coordinates": [[-2.3255, 2.5637, 1.1976], [-1.3087, 2.3450, -0.0697], [-1.7788, 0.9769, -0.8409], [0.2874, 2.4274, 0.2948], [0.8542, 1.2060, 1.2291], [2.3091, 1.7434, 1.8526], [1.1400, -0.2017, 0.4399], [0.3077, -1.2395, 1.1341], [-0.4504, -1.9080, 0.2467], [0.6161, -3.0224, -0.6624], [0.7144, -2.4309, -2.4923], [0.0221, -4.8377, -0.5770], [-3.0805, 1.6585, 1.1996], [-2.9886, 3.5277, 0.9752], [-1.7995, 2.7554, 2.2256], [-1.5226, 3.2418, -0.8278], [-2.0606, 0.1707, -0.0266], [-0.9602, 0.5893, -1.6119], [-2.7373, 1.2388, -1.4679], [0.9479, 2.5346, -0.6828], [0.4306, 3.4260, 0.9321], [0.1769, 0.9713, 2.1717], [3.1621, 0.9441, 1.7598], [2.1958, 2.1570, 2.9531], [2.6429, 2.6604, 1.1787], [2.2477, -0.5948, 0.5157], [0.8999, -0.1472, -0.7242], [1.8082, -2.6754, -2.8979], [0.5514, -1.2673, -2.6216], [-0.0571, -2.9975, -3.1928], [-0.1304, -5.3570, -1.6214], [-0.9735, -4.9923, 0.0319], [0.8593, -5.4667, -0.0208]],
  "de_lowest_kcal_mol": 114.1,
  "e_homo_ev": -2.08,
  "total_charge": -1,
  "energy_ev": -22493.4095,
  "smiles": "CC(C)C[C@H](C)CO[N-]P(C)C"
}


Record 5
{
  "formula": "C9H21P3",
  "method": "ωB97M-V/def2-TZVPD",
  "species": ["C", "C", "C", "C", "C", "C", "C", "C", "C", "P", "P", "P", "H", "H", "H", "H", "H", "H", "H", "H", "H", "H", "H", "H", "H", "H", "H", "H", "H", "H", "H", "H", "H"],
  "coordinates": [[-1.2364, 0.2441, 4.1693], [-1.5430, 2.1491, 2.5141], [2.2227, 2.0880, -2.0997], [1.9795, 2.1906, -4.5244], [-0.2749, -3.5742, -0.1671], [0.6319, -2.1752, -2.0646], [-0.9873, 0.7118, 2.6954], [1.6538, 1.6209, -3.3558], [-0.3717, -2.2930, -0.9130], [-1.8196, -0.3357, 1.4694], [-1.2721, 0.7550, -0.4489], [-0.0503, -0.8820, 0.2731], [-2.2378, 0.0117, 4.4698], [-0.6037, -0.6492, 4.3143], [-0.9170, 1.1710, 4.7190], [-2.6120, 2.1998, 2.3605], [-0.7904, 2.7733, 1.9441], [-1.4832, 2.7603, 3.4727], [2.7995, 1.2757, -1.7329], [2.8332, 3.0125, -2.1820], [1.5178, 2.1774, -1.2409], [2.5595, 3.0740, -4.5838], [-2.2061, 0.0870, -1.2299], [1.3606, 1.8439, -5.3812], [-0.8922, -3.5966, 0.6962], [-0.3320, -4.3802, -1.0291], [0.7334, -3.7037, 0.2374], [0.7449, -2.9917, -2.7658], [1.6533, -2.0664, -1.7616], [0.3363, -1.3288, -2.5841], [0.0605, 0.5869, 2.5533], [0.9966, 0.7605, -3.1356], [-1.3598, -2.1932, -1.3645]],
  "e_homo_ev": -8.56,
  "energy_ev": -37537.5136,
  "smiles": "CC(C)P1[PH]#P1C(C)C.C=CC"
}


Record 6
{
  "formula": "C9H22FNO3PS2",
  "method": "ωB97M-V/def2-TZVPD",
  "species": ["O", "S", "O", "F", "O", "P", "S", "H", "H", "C", "C", "C", "C", "N", "C", "C", "C", "C", "C", "H", "H", "H", "H", "H", "H", "H", "H", "H", "H", "H", "H", "H", "H", "H", "H", "H", "H", "H", "H"],
  "coordinates": [[5.0388, -3.3727, 4.4642], [5.1864, -2.5232, 3.3759], [5.6877, -1.0836, 4.1405], [4.8329, -0.0231, 3.7884], [3.6831, -2.0675, 2.8887], [2.5575, -1.8017, 4.0871], [1.5041, -0.2177, 3.7255], [1.7571, -2.9388, 4.1544], [3.2352, -1.6940, 5.2986], [-2.5065, 1.7678, -3.7541], [-3.2551, 1.5801, -2.4350], [-2.4960, 2.0912, -1.2059], [-1.0939, 1.5649, -0.9472], [-0.9405, 0.1165, -0.4962], [-0.2766, -0.6891, -1.5979], [1.2034, -0.4786, -1.3763], [1.3312, -0.5954, 0.1395], [0.0473, 0.0290, 0.6842], [-2.2095, -0.5456, -0.0906], [-1.5597, 1.2246, -3.7746], [-3.1062, 1.3917, -4.5799], [-2.2983, 2.8211, -3.9446], [-3.5417, 0.5325, -2.3280], [-4.1932, 2.1323, -2.4912], [-3.1137, 1.9734, -0.3147], [-2.3858, 3.1717, -1.3248], [-0.6589, 2.1769, -0.1644], [-0.4652, 1.7018, -1.8240], [-0.5513, -1.7318, -1.4485], [-0.6487, -0.3448, -2.5586], [1.5104, 0.5118, -1.7160], [1.8067, -1.2123, -1.9046], [2.2199, -0.1056, 0.5252], [1.3864, -1.6421, 0.4364], [0.2071, 1.0197, 1.0896], [-0.3949, -0.5848, 1.4589], [-2.8272, -0.7055, -0.9657], [-2.7127, 0.0629, 0.6517], [-1.9596, -1.5122, 0.3341]],
  "e_homo_ev": -11.90,
  "total_charge": 1,
  "energy_ev": -50988.9708
}